Entry from the OMol25 dataset: 2 unconnected molecules or ions with the total composition ClHN6 (ωB97M-V/def2-TZVPD).

## Properties
E_HOMO   -9.586 eV
Lowest unoccupied orbital energy   -0.0105 Eh
Energy above the lowest of the compared OMol25 structures with the same formula, charge and spin   6.4 kcal per mole
Maximum force   5.39 eV/A

```
! RIJCOSX wB97M-V def2-TZVPD def2/J DEFGRID3
* xyz 0 1
N -0.968 -0.208 1.162
N 0.985 1.503 -1.313
N -0.964 -1.222 0.679
N 0.954 0.382 -1.330
N -0.714 0.741 1.798
N 0.485 -0.707 -1.328
Cl 1.574 -2.000 -1.588
H -1.352 1.511 1.920
*
```

---

Entry from the OMol25 dataset: a single C4H5NOS molecule (ωB97M-V/def2-TZVPD).

## Properties
E_HOMO   -9.455 eV
SMILES string   C#CC(=O)N(C)S
Lowest unoccupied orbital energy   0.0226 Eh
Energy above the lowest of the compared OMol25 structures with the same formula, charge and spin   68.8 kcal per mole
Maximum force   2.58 eV/A

```
! RIJCOSX wB97M-V def2-TZVPD def2/J DEFGRID3
* xyz 0 1
C 0.240 0.835 -2.980
C -0.144 0.555 -1.847
C -0.776 0.346 -0.497
O -1.943 0.462 -0.301
N 0.077 -0.136 0.471
C -0.408 -0.634 1.861
S 1.683 -0.461 0.046
H 0.540 0.840 -4.018
H 0.142 -0.150 2.629
H -1.504 -0.557 1.930
H -0.257 -1.720 2.107
H 2.350 0.622 0.600
*
```

---

Entry from the OMol25 dataset: a gas-phase ion, C4H12N2S (charge +1) (ωB97M-V/def2-TZVPD).

## Properties
E_HOMO (alpha / beta)   -13.260 / -13.075 eV
Lowest unoccupied orbital energy (alpha / beta)   -0.0994 / -0.2806 Eh
Energy above the lowest of the compared OMol25 structures with the same formula, charge and spin   25.1 kcal per mole
Maximum force   1.46 eV/A

```
! RIJCOSX wB97M-V def2-TZVPD def2/J DEFGRID3
* xyz 1 2
C -0.435 -1.266 0.183
N 0.173 0.013 -0.179
C -0.452 0.936 -1.061
C 0.599 1.954 -1.622
S 1.359 1.408 -3.149
C -0.849 -1.147 1.629
N 0.335 -1.015 2.457
H -1.279 -1.466 -0.465
H 0.310 -2.041 0.003
H 1.893 0.269 -2.685
H -1.135 1.575 -0.480
H -0.907 0.367 -1.860
H 0.123 2.910 -1.848
H 1.363 2.113 -0.865
H -1.506 -1.978 1.903
H -1.455 -0.245 1.766
H 0.151 -1.143 3.445
H 0.653 0.429 0.631
H 1.060 -1.673 2.197
*
```

---

Entry from the OMol25 dataset: 3 unconnected molecules or ions with the total composition C24H29N2O9 (ωB97M-V/def2-TZVPD).

## Properties
E_HOMO   -11.121 eV
Lowest unoccupied orbital energy   -0.1352 Eh
Maximum force   0.28 eV/A

```
! RIJCOSX wB97M-V def2-TZVPD def2/J DEFGRID3
* xyz 1 1
C -0.419 6.464 0.935
C -1.818 5.851 1.009
O -1.934 4.680 1.809
C -0.966 3.690 1.638
C -0.870 3.151 0.194
C 0.466 2.531 -0.052
C 0.721 1.182 -0.070
C 2.025 0.734 -0.271
C 3.062 1.637 -0.458
C 2.796 2.990 -0.427
C 3.831 4.051 -0.623
C 4.436 4.052 -2.048
C 4.115 5.345 -2.794
N 2.742 5.256 -3.311
N 1.517 3.367 -0.226
H -0.499 7.550 0.959
H 0.197 6.177 1.787
H 0.091 6.224 -0.003
H -2.503 6.563 1.465
H -2.204 5.648 0.004
H 0.024 4.022 1.979
H -1.253 2.866 2.293
H -1.635 2.398 0.015
H -1.013 3.954 -0.531
H -0.099 0.497 0.095
H 2.232 -0.330 -0.273
H 4.080 1.311 -0.616
H 4.603 3.900 0.135
H 3.375 5.022 -0.417
H 3.980 3.231 -2.605
H 5.509 3.874 -2.008
H 4.866 5.513 -3.571
H 4.143 6.192 -2.107
H 2.432 6.161 -3.642
H 2.722 4.640 -4.116
H 1.323 4.363 -0.223
C 0.698 -2.082 3.269
C 1.233 -3.288 3.527
C 0.800 -4.538 2.786
O 1.370 -5.565 3.093
C -0.244 -4.430 1.785
C -0.773 -3.226 1.540
C -0.322 -1.977 2.255
O -0.853 -0.925 1.921
O -1.731 -3.014 0.641
O 2.171 -3.500 4.426
H 1.000 -1.187 3.793
H -0.572 -5.317 1.258
H -1.949 -2.065 0.689
H 2.368 -4.459 4.400
C -3.094 -7.923 -0.412
C -4.274 -8.332 -0.906
C -5.053 -7.518 -1.919
O -6.102 -7.995 -2.304
C -4.514 -6.244 -2.351
C -3.340 -5.838 -1.852
C -2.553 -6.666 -0.863
O -1.483 -6.198 -0.502
O -2.758 -4.689 -2.161
O -4.861 -9.463 -0.570
H -2.529 -8.502 0.305
H -5.083 -5.660 -3.061
H -1.936 -4.654 -1.632
H -5.693 -9.508 -1.083
*
```

---

Entry from the OMol25 dataset: a single C13H13BrN2O3S molecule (ωB97M-V/def2-TZVPD).

## Properties
E_HOMO   -9.648 eV
SMILES string   CC1(NS(=O)(=O)C2=C[C@@H]3C=C(Br)C(=O)N=C3C=C2)CC1
Lowest unoccupied orbital energy   -0.0602 Eh
Energy above the lowest of the compared OMol25 structures with the same formula, charge and spin   0.6 kcal per mole
Maximum force   4.39 eV/A

```
! RIJCOSX wB97M-V def2-TZVPD def2/J DEFGRID3
* xyz 0 1
C 1.064 4.247 -0.699
C 0.797 2.985 -1.527
N 0.889 1.679 -0.911
S -0.202 1.441 0.376
O 0.513 1.899 1.580
O -1.469 2.126 0.137
C -0.439 -0.348 0.431
C -0.903 -0.983 1.585
C -1.262 -2.444 1.540
C -1.046 -3.047 2.900
C -0.582 -4.360 2.950
Br -0.238 -5.175 4.664
C -0.368 -5.081 1.698
O -0.314 -6.317 1.743
N -0.125 -4.405 0.483
C -0.509 -3.150 0.424
C -0.118 -2.440 -0.781
C -0.163 -1.090 -0.791
C 1.371 2.990 -2.941
C -0.146 3.074 -2.710
H 1.775 4.061 0.133
H 1.532 5.035 -1.315
H 0.135 4.603 -0.263
H 1.831 1.505 -0.545
H -1.085 -0.418 2.480
H -2.348 -2.495 1.283
H -1.201 -2.424 3.756
H 0.261 -3.056 -1.607
H 0.152 -0.594 -1.672
H 1.878 3.908 -3.268
H 1.707 2.046 -3.398
H -0.675 4.023 -2.799
H -0.714 2.204 -2.937
*
```

---

Entry from the OMol25 dataset: a molecular structure, C32H38BF4LiO12 (ωB97M-V/def2-TZVPD).

## Properties
E_HOMO   -7.264 eV
Lowest unoccupied orbital energy   -0.0186 Eh
Energy above the lowest of the compared OMol25 structures with the same formula, charge and spin   17.5 kcal per mole
Maximum force   15.51 eV/A

```
! RIJCOSX wB97M-V def2-TZVPD def2/J DEFGRID3
* xyz 0 1
Li -3.058 -1.558 -2.329
B -0.904 -0.319 -0.514
F -1.488 0.904 -0.226
F 0.066 -0.115 -1.466
F -0.333 -0.876 0.722
F -1.943 -1.252 -0.829
C -2.370 -4.462 -3.787
O -1.925 -3.464 -2.856
H -2.689 -5.364 -3.182
H -1.424 -5.028 -4.111
H -2.864 -4.120 -4.698
H -1.641 -3.894 -2.153
C -5.162 -2.633 -1.142
O -5.143 -1.457 -1.900
H -5.009 -3.602 -1.576
H -6.079 -2.853 -0.562
H -4.378 -2.605 -0.341
H -5.592 -0.793 -1.383
C 0.295 0.093 3.474
C 1.451 -0.718 3.429
C 1.995 -1.079 4.562
C 1.557 -0.556 5.785
C 0.514 0.381 5.934
C -0.203 0.625 4.701
O -1.351 1.326 4.748
O 2.887 -2.155 4.563
H 0.011 0.335 2.382
H 1.737 -0.913 2.538
H 2.015 -0.926 6.764
H -0.023 0.887 6.923
H -1.655 1.804 3.978
H 3.070 -2.433 5.562
C -1.716 4.098 1.558
C -1.975 5.522 1.690
C -3.004 5.847 2.651
C -3.555 4.834 3.340
C -3.451 3.489 3.107
C -2.381 3.086 2.347
O -2.236 1.697 1.981
O -3.307 7.100 3.023
H -0.992 3.762 0.749
H -1.645 6.428 1.110
H -4.363 5.341 3.970
H -4.279 2.783 3.448
H -1.697 1.688 1.174
H -2.827 7.861 2.600
C -0.037 -5.702 -1.261
C 1.300 -5.249 -1.404
C 1.597 -4.150 -0.571
C 0.718 -3.667 0.434
C -0.612 -4.018 0.395
C -0.956 -5.162 -0.435
O -2.263 -5.569 -0.457
O 2.900 -3.690 -0.579
H -0.429 -6.519 -1.811
H 1.678 -5.820 -2.452
H 1.106 -2.946 1.182
H -1.188 -3.632 1.203
H -2.679 -5.961 0.174
H 2.776 -2.792 -0.822
C 5.803 -0.076 -0.935
C 4.748 -0.665 -1.732
C 3.438 -0.627 -1.262
C 3.137 0.060 -0.047
C 4.290 0.447 0.768
C 5.581 0.471 0.271
O 6.642 0.881 1.004
O 2.454 -1.214 -2.047
H 6.898 -0.160 -1.107
H 4.927 -0.975 -2.652
H 2.255 0.077 0.024
H 3.994 0.839 1.771
H 6.429 1.719 1.447
H 1.568 -0.864 -1.865
C 0.286 3.307 -2.455
C 1.266 2.399 -3.074
C 1.717 2.524 -4.367
C 1.212 3.585 -5.114
C 0.240 4.493 -4.602
C -0.222 4.325 -3.245
O -1.219 5.144 -2.703
O 2.790 1.697 -4.734
H -0.031 2.983 -1.520
H 1.770 1.746 -2.453
H 1.645 3.699 -6.082
H -0.209 5.457 -5.065
H -1.163 5.925 -3.281
H 2.898 0.961 -4.273
*
```

---

Among the records above, which one has the lowest maximum force? C24H29N2O9

---

Look up the maximum force of the fifth one. 4.39 eV/A

---

maximum force of number 4 (C24H29N2O9)? 0.28 eV/A

---

Look up the maximum force of the second one. 2.58 eV/A